Here is 2 unconnected molecules or ions with the total composition C2H7FO in a non-equilibrium geometry from OMol25. Energies are from ωB97M-V with the def2-TZVPD basis set.

Values from the calculation:
HOMO = -10.23 eV
relative energy (zero: lowest compared OMol25 entry of this formula, charge and spin) = 21.5 kcal/mol
LUMO energy = 0.948 eV
spin multiplicity = 1
frontier orbital gap = 11.18 eV
structure (SMILES) = CCF.O

```
11
Properties=species:S:1:pos:R:3:forces:R:3
F 0.3506 0.4926 -0.5844 -1.2 2.1 0.0
C -1.1571 -0.4885 0.8104 0.3 -0.4 1.0
C -0.2190 0.6905 0.6045 -2.7 0.6 2.3
H -1.9459 -0.6785 0.0632 0.5 0.5 0.1
H -1.6296 -0.3821 1.8014 0.1 -0.2 -0.3
H -0.4792 -1.3582 0.8354 -0.6 0.0 0.1
H -0.7694 1.6498 0.5563 0.3 -0.3 0.0
H 0.5026 0.7582 1.4413 0.0 -0.2 -0.7
O 1.8326 -0.6181 -1.7638 1.4 0.4 -1.7
H 2.3373 -0.0630 -2.4006 -0.4 -0.8 0.6
H 1.1770 -0.0029 -1.3638 2.1 -1.6 -1.5
```
Forces are in eV/Å.

=====

Here is a gas-phase ion, C2H7IN3 (charge +1) in a non-equilibrium geometry from OMol25. Energies are from ωB97M-V with the def2-TZVPD basis set.

Values from the calculation:
HOMO = -14.17 eV
relative energy (zero: lowest compared OMol25 entry of this formula, charge and spin) = 23.1 kcal/mol
LUMO energy = -4.900 eV
spin multiplicity = 1
total charge = +1
frontier orbital gap = 9.27 eV
structure (SMILES) = NCN(I)C=[NH2+]

```
13
Properties=species:S:1:pos:R:3:forces:R:3
C 0.1276 1.5139 -0.1160 1.1 -2.5 -0.4
C -0.1692 -0.9323 0.2123 0.9 -5.0 -2.9
N -0.7401 0.1818 0.0712 -2.2 0.8 0.7
N -0.5790 -2.2817 -0.1202 -1.3 5.0 1.9
N 1.4212 1.3176 0.3178 0.8 0.3 1.9
I -2.7688 0.4979 -0.2148 0.6 -0.4 0.0
H 0.0910 1.4749 -1.1988 -0.2 1.1 -0.1
H -0.4434 2.2124 0.4303 -0.4 1.1 0.2
H 0.9120 -0.8471 0.2513 0.0 -0.2 0.5
H -1.5953 -2.3781 -0.2507 1.0 -0.5 -0.2
H 0.1065 -2.9008 -0.4958 0.2 -0.4 0.1
H 2.0533 0.7349 -0.2688 -0.6 1.1 1.1
H 1.5842 1.4066 1.3822 0.0 -0.4 -2.7
```
Forces are in eV/Å.

=====

Here is a gas-phase ion, C2H7IN3 (charge +1) in a non-equilibrium geometry from OMol25. Energies are from ωB97M-V with the def2-TZVPD basis set.

Values from the calculation:
HOMO = -14.19 eV
relative energy (zero: lowest compared OMol25 entry of this formula, charge and spin) = 45.5 kcal/mol
LUMO energy = -4.667 eV
spin multiplicity = 1
total charge = +1
frontier orbital gap = 9.52 eV
structure (SMILES) = NCN(I)C=[NH2+]

```
13
Properties=species:S:1:pos:R:3:forces:R:3
C -0.3159 1.3207 0.0442 0.6 -0.3 3.0
C -0.1354 -1.3125 -0.2149 2.8 -3.8 0.5
N 0.5031 -0.1869 0.0183 -2.2 -1.3 -0.7
N 0.6857 -2.6891 -0.3153 -7.0 4.8 -3.1
N 0.4498 2.3437 -0.4359 0.4 0.4 -1.7
I 2.5088 -0.0332 0.2234 0.2 -0.2 0.0
H -1.1473 1.0232 -0.5503 -0.7 0.2 -0.4
H -0.5765 1.3860 1.2358 0.7 0.0 -3.2
H -1.2660 -1.5138 -0.2961 1.8 1.1 -0.1
H 1.3979 -2.5808 0.2562 4.5 0.0 3.4
H 0.0954 -3.4956 -0.1757 -0.1 0.0 0.1
H 0.6676 2.5476 -1.4487 -1.1 -0.9 1.5
H 1.1949 2.7553 0.0916 -0.1 0.0 0.8
```
Forces are in eV/Å.

=====

Here is a single C2H7INOPS2 molecule in a non-equilibrium geometry from OMol25. Energies are from ωB97M-V with the def2-TZVPD basis set.

Values from the calculation:
⟨S²⟩ = 2.012
HOMO (alpha / beta) = -7.76 / -9.00 eV
LUMO energy (alpha / beta) = 0.555 / -3.389 eV
spin multiplicity = 3
frontier orbital gap (alpha / beta) = 8.32 / 5.61 eV

```
15
Properties=species:S:1:pos:R:3:forces:R:3
C -1.3894 1.6352 -1.2007 0.0 0.0 0.1
C -1.1641 0.2865 -0.5503 0.1 -0.1 0.2
N 1.9101 -0.5996 0.0506 -0.4 -0.3 1.1
O 0.2004 -2.2397 0.6245 -0.2 0.0 0.1
P 0.8505 -0.9345 1.3306 0.0 -0.8 -0.4
S 1.6024 -1.3527 3.0804 -0.4 0.6 -0.7
S -0.6428 0.5143 1.2030 0.3 -0.2 0.2
I 2.7272 1.4662 -0.2460 0.5 1.4 -0.4
H -2.1316 2.2059 -0.6477 -0.1 0.1 0.0
H -0.4649 2.2067 -1.2315 0.0 0.1 0.0
H -1.7455 1.4914 -2.2189 -0.1 0.0 -0.1
H -0.3799 -0.2746 -1.0579 -0.1 0.0 0.0
H -2.0803 -0.3014 -0.5293 0.1 -0.1 0.0
H 2.7240 -1.2003 0.1087 0.1 -0.4 -0.2
H -0.0160 -2.9035 1.2846 -0.1 -0.2 0.2
```
Forces are in eV/Å.

=====

Here is a single C2H7IOSi molecule in a non-equilibrium geometry from OMol25. Energies are from ωB97M-V with the def2-TZVPD basis set.

Values from the calculation:
⟨S²⟩ = 2.007
HOMO (alpha / beta) = -5.12 / -9.53 eV
LUMO energy (alpha / beta) = 0.557 / -3.048 eV
spin multiplicity = 3
frontier orbital gap (alpha / beta) = 5.68 / 6.49 eV

```
12
Properties=species:S:1:pos:R:3:forces:R:3
C -1.0087 0.8218 -0.2836 2.5 -1.9 -0.7
C -0.2014 0.4287 0.9319 1.5 1.8 1.0
O 0.0967 -0.8941 0.9433 -1.7 -0.3 0.9
Si 1.9094 -1.5465 -0.0743 0.4 2.8 -3.1
I 3.4115 0.4056 -0.0592 0.2 -0.4 0.1
H -0.4241 0.4128 -1.0993 0.2 0.0 -0.5
H -1.9086 0.3390 -0.3907 -2.5 -0.5 0.3
H -0.9430 1.8410 -0.4161 -0.5 2.3 0.0
H -0.5321 0.8208 1.8843 -1.2 -0.5 0.4
H 0.7336 1.0114 0.8390 0.2 -0.3 -0.5
H 1.4062 -1.6216 -1.4785 0.2 -0.4 0.5
H 2.1221 -2.6185 0.7055 0.8 -2.5 1.6
```
Forces are in eV/Å.

=====

Here is a single C2H7IP2 molecule in a non-equilibrium geometry from OMol25. Energies are from ωB97M-V with the def2-TZVPD basis set.

Values from the calculation:
HOMO = -8.39 eV
relative energy (zero: lowest compared OMol25 entry of this formula, charge and spin) = 2.8 kcal/mol
LUMO energy = 0.272 eV
spin multiplicity = 1
frontier orbital gap = 8.66 eV
structure (SMILES) = CCP(#[PH2])I

```
12
Properties=species:S:1:pos:R:3:forces:R:3
C -0.7395 1.1278 -0.6882 -0.6 2.3 0.3
C -0.2709 0.8138 0.7238 -1.7 -2.0 0.9
P 1.1109 -0.4250 0.9978 -1.6 -0.1 1.1
P 0.3572 -1.9365 -0.4733 1.2 -0.6 -0.9
I 3.0298 0.4614 -0.0828 0.5 0.2 -0.7
H -0.4052 2.1076 -1.0412 0.3 0.1 0.3
H -0.2843 0.4819 -1.3605 0.6 -1.5 -1.3
H -1.8245 1.1786 -0.9178 0.5 -0.5 0.7
H -1.0838 0.1826 1.2161 0.7 0.3 -0.6
H -0.2530 1.5794 1.4851 0.6 0.8 -0.3
H -0.7589 -2.5415 0.0918 -0.7 0.4 0.8
H 1.1223 -3.0301 0.0493 0.1 0.5 -0.2
```
Forces are in eV/Å.

=====

Here is a single C2H7N molecule in a non-equilibrium geometry from OMol25. Energies are from ωB97M-V with the def2-TZVPD basis set.

Values from the calculation:
HOMO = -9.33 eV
relative energy (zero: lowest compared OMol25 entry of this formula, charge and spin) = 6.1 kcal/mol
LUMO energy = 1.264 eV
spin multiplicity = 1
frontier orbital gap = 10.59 eV
structure (SMILES) = CCN

```
10
Properties=species:S:1:pos:R:3:forces:R:3
C -0.6852 1.1204 -0.0181 -0.2 -2.6 0.2
C -0.2590 -0.3799 0.3283 -0.1 2.2 1.7
H -1.6640 1.2940 0.4075 -0.2 0.2 0.2
H 0.0344 1.7747 0.3699 0.9 1.1 0.7
H -0.7637 1.2953 -1.0747 0.0 -0.1 -0.7
H -0.0264 -0.3917 1.4242 -1.0 -0.1 -0.6
H -1.1026 -1.0087 0.0848 -0.2 -0.5 0.0
H 0.8939 -0.6336 -1.2236 0.3 0.1 -1.7
H 1.2870 -1.7101 -0.0914 -0.5 1.0 0.1
N 1.0009 -0.7233 -0.2511 0.9 -1.1 0.1
```
Forces are in eV/Å.

=====

Here is 2 unconnected molecules or ions with the total composition C2H7N in a non-equilibrium geometry from OMol25. Energies are from ωB97M-V with the def2-TZVPD basis set.

Values from the calculation:
HOMO = -9.69 eV
relative energy (zero: lowest compared OMol25 entry of this formula, charge and spin) = 30.9 kcal/mol
LUMO energy = 1.146 eV
spin multiplicity = 1
frontier orbital gap = 10.84 eV
structure (SMILES) = C=C.N

```
10
Properties=species:S:1:pos:R:3:forces:R:3
N -1.7470 0.3052 0.9323 1.9 2.1 -1.8
H -2.5230 0.1189 0.3373 -0.8 0.2 -0.7
H -0.9059 0.6310 0.2661 -2.6 -1.4 2.4
H -1.6143 -0.5716 1.3806 1.0 -0.7 0.4
C 0.9501 -0.6340 -0.1674 -0.9 1.4 -0.7
C 1.3826 0.4196 -0.9006 -1.0 -2.1 0.8
H 1.3323 -0.7970 0.8068 0.9 -0.2 0.7
H -0.0079 -1.1796 -0.2690 0.9 0.3 -0.9
H 2.2137 0.9879 -0.5679 0.7 0.4 0.2
H 0.9194 0.7195 -1.8181 -0.2 0.0 -0.4
```
Forces are in eV/Å.

=====

Energy: -6951.2226 -14750.4504 -14749.4775 -44784.4663 -20208.4165 -28865.2297 -3677.2188 -3676.1437 (eV)